Record 1
DFT (the ωB97M-V functional and the def2-TZVPD basis) results for a molecular structure, C14H24ClN3O9Sc at a distorted geometry.

Values from the calculation:
Electronic energy   -71020.1343 eV
HOMO energy   -11.925 eV
Multiplicity   1
Charge   +1

```
52
Properties=species:S:1:pos:R:3:forces:R:3:lowdin_charge:R:1
C 3.035 3.905 -0.358 -0.24 0.01 -0.11 -0.068
H -0.281 -4.013 1.037 -0.16 -0.06 0.09 0.164
H 3.986 0.983 0.848 -0.17 0.02 -0.01 0.167
Cl -1.894 2.336 -2.100 -1.68 0.57 -0.74 0.676
C 2.984 1.067 0.426 -0.30 -0.58 0.22 -0.073
O -2.890 3.259 -2.378 -0.85 0.85 -0.31 -0.200
H -0.688 -2.182 2.635 0.14 -0.01 0.09 0.135
H 1.640 1.951 1.970 0.03 0.07 -0.20 0.172
C 2.256 0.397 -1.925 2.05 -0.26 -0.13 -0.554
H 4.028 3.231 1.489 -0.03 -0.02 0.07 0.126
C -2.077 -1.032 1.429 -0.21 -0.29 0.03 -0.338
H -0.214 -1.619 -1.591 -0.20 0.19 -0.08 0.112
H -0.794 -3.612 -1.143 0.01 -0.14 -0.01 0.134
H -2.183 1.004 1.335 0.05 -0.06 0.18 0.098
C 2.216 -0.239 0.704 1.50 0.01 0.69 -0.547
H -0.902 0.451 2.203 -0.04 0.03 -0.12 0.115
H 4.032 3.972 -0.786 0.00 -0.03 -0.08 0.128
C 3.035 3.469 1.116 -0.25 -0.05 0.10 -0.074
C -2.157 -1.965 -0.958 -0.50 -0.01 0.25 -0.312
H -3.127 -3.639 1.728 0.11 -0.22 0.09 0.166
H -2.861 -2.141 -1.785 0.22 0.05 0.18 0.156
O -1.949 1.187 -2.926 -0.02 -0.78 -0.98 -0.280
N -2.239 -4.154 1.770 -0.05 -0.09 0.12 0.233
O 2.841 -0.605 -2.263 -0.08 0.17 0.14 0.133
H -1.932 -4.208 2.749 -0.19 -0.03 -0.21 0.179
H -3.214 -0.270 -0.219 -0.25 -0.17 0.08 0.116
O 1.210 2.512 0.008 -0.26 0.23 0.11 -0.126
C 2.195 2.802 -1.014 0.85 0.57 -1.02 -0.232
O -2.037 1.832 -0.729 -0.53 -0.17 1.28 -0.399
C 2.160 2.214 1.045 0.74 -0.17 1.02 -0.225
C -1.190 -3.414 0.952 0.37 0.25 -0.14 -0.250
O 1.016 0.645 -2.192 0.25 0.04 -1.93 -0.074
C -1.637 -3.343 -0.509 -0.02 0.24 -0.12 -0.073
O -0.592 2.894 -2.131 1.50 0.59 -0.05 -0.291
H -2.747 -1.083 2.309 0.14 -0.02 -0.23 0.144
C -2.925 -1.253 0.164 0.26 0.01 -0.17 -0.088
N -1.073 -1.089 -1.426 0.31 -0.08 -0.72 0.049
H 3.991 1.591 -1.470 -0.12 0.03 0.07 0.170
H -0.057 -1.631 1.094 -0.11 -0.28 0.13 0.105
H -2.386 -5.107 1.415 -0.05 0.25 0.13 0.178
O 2.699 -1.153 1.332 0.00 -0.01 -0.05 0.115
H -3.841 -1.804 0.393 -0.06 -0.01 0.01 0.122
O 0.984 -0.218 0.311 0.48 -0.68 0.61 -0.147
H 1.700 3.093 -1.944 0.10 -0.13 0.30 0.157
C -0.943 -2.062 1.581 -0.01 0.17 0.00 -0.096
N -1.454 0.294 1.360 -0.12 0.49 0.19 0.030
C 2.982 1.482 -1.072 -0.41 -0.28 -0.47 -0.064
H -2.409 -4.091 -0.698 -0.04 -0.06 -0.07 0.126
H 2.542 4.868 -0.473 0.03 0.01 -0.09 0.126
H -1.343 -0.692 -2.333 0.19 -0.26 0.24 0.087
H 2.593 4.226 1.763 0.01 -0.02 -0.01 0.123
Sc -0.086 0.952 -0.742 -2.40 0.14 1.63 0.970
```
Positions in Å, forces in eV/Å.

=====

Record 2
DFT (the ωB97M-V functional and the def2-TZVPD basis) results for 9 unconnected molecules or ions with the total composition C52H65N10O at a distorted geometry.

Values from the calculation:
Electronic energy   -71918.1658 eV
ΔE to the lowest compared entry with this formula, charge and spin   6.026 eV
HOMO energy (spin up / spin down)   -8.503 / -8.791 eV
Multiplicity   2
Expectation value of S²   0.755
Charge   0

```
128
Properties=species:S:1:pos:R:3:forces:R:3:lowdin_charge:R:1
H 0.764 -5.509 0.807 0.09 -0.03 0.01 0.070
H 2.554 -0.722 3.554 -0.65 -2.30 -1.12 0.115
C 1.991 -0.508 -8.015 0.26 -0.02 0.06 -0.076
H 0.244 0.449 -7.189 0.06 -0.06 -0.02 0.096
C -2.631 -5.321 1.916 0.66 0.29 -0.66 -0.145
H 1.483 -0.898 -8.890 0.02 0.05 0.09 0.101
C -2.661 5.714 0.587 -0.87 -0.28 -0.04 -0.135
H 2.906 4.012 -0.319 -0.03 0.07 0.08 0.101
C -4.122 7.632 -0.689 0.24 0.00 0.05 -0.078
N -3.982 5.488 0.412 0.43 0.88 -0.35 0.058
H -2.216 1.701 3.940 0.53 -2.34 0.25 0.093
H -0.903 -1.539 -0.858 1.46 1.36 1.90 0.070
N 1.598 -5.100 -1.035 0.71 -0.72 0.25 0.061
C 7.084 3.803 -1.377 -0.17 -0.12 0.20 -0.080
H 2.595 -4.850 -2.823 0.02 -0.06 0.06 0.104
C 3.167 5.947 0.591 -0.12 -0.24 0.01 -0.082
H 1.296 -4.525 3.244 -0.73 1.39 1.96 0.091
H -0.951 -1.768 4.847 1.88 0.73 -1.23 0.125
H 2.466 -7.216 1.462 -0.02 0.06 -0.07 0.103
H 4.029 -2.195 1.623 -2.42 0.75 -0.14 0.119
C -1.661 -5.699 -0.134 -0.03 0.59 0.52 -0.150
C -2.760 7.836 -0.492 0.00 -0.03 0.01 -0.077
C -3.424 -1.370 -3.983 0.03 0.20 -0.13 -0.080
O -0.832 1.362 1.744 1.71 -2.20 0.38 -0.064
H 3.967 6.262 -0.070 -0.06 -0.01 0.05 0.099
C -0.426 0.148 3.682 1.00 1.47 2.94 -0.395
C 7.033 3.119 -2.581 -0.46 -0.76 -0.27 -0.156
C -6.378 0.736 2.648 0.83 0.34 -0.05 -0.154
H 0.360 5.003 2.993 0.04 -0.04 -0.05 0.102
H 4.373 -6.536 -2.338 -0.08 0.04 0.05 0.101
C 3.962 -0.222 -6.674 -0.14 -0.11 -0.24 -0.074
C 1.582 -5.766 0.141 0.00 0.51 -0.66 -0.164
H 0.045 1.760 5.268 1.29 -0.95 -2.01 0.091
C 1.157 5.239 2.294 0.32 0.85 0.18 -0.160
H -2.120 4.922 1.097 0.02 0.06 -0.04 0.099
H 7.595 3.464 -3.445 -0.03 0.00 0.09 0.100
H 2.233 0.247 1.387 0.74 -0.81 -0.74 0.050
C -2.265 -1.831 -3.378 0.88 0.36 -0.07 -0.161
H -2.789 -1.312 0.209 1.08 0.49 2.44 0.091
C -1.935 0.602 4.233 0.54 -0.57 0.74 -0.069
N -5.172 1.331 2.515 -0.88 0.30 -0.44 0.056
H -2.666 -4.697 2.804 -0.04 -0.04 0.02 0.094
H -4.013 -8.042 0.474 0.07 0.10 0.02 0.105
H -2.360 -7.379 -1.281 0.02 0.07 0.07 0.104
C -7.457 2.341 1.256 0.08 0.01 0.00 -0.082
C -3.344 -0.227 -4.771 0.02 0.03 -0.03 -0.083
N 6.302 2.001 -2.780 -0.01 0.46 0.86 0.049
C -2.455 -6.811 -0.363 -0.22 -0.06 0.26 -0.065
N 3.061 -0.325 1.115 -0.43 -1.08 0.10 -0.042
C 0.608 1.297 4.323 -0.68 0.37 0.83 -0.056
C -4.682 6.454 -0.222 0.43 -0.70 0.44 -0.151
C -3.465 -6.418 1.780 0.02 -0.11 -0.20 -0.074
H 2.361 -2.465 0.796 0.64 1.19 1.60 0.088
C 6.338 3.313 -0.310 0.01 0.03 -0.02 -0.083
H -0.274 0.207 -0.527 -0.08 -1.94 1.00 0.087
H 0.763 -1.111 5.285 -1.73 -0.03 -1.95 0.131
C -3.374 -7.175 0.617 0.02 -0.01 -0.02 -0.078
H -0.238 -4.106 4.314 2.31 0.58 -0.29 0.084
H 4.305 -7.740 -0.148 -0.08 0.08 -0.03 0.105
H -2.923 -1.946 1.978 1.19 1.69 -1.14 0.079
C -0.239 -0.886 -0.112 -0.15 -0.13 -0.78 -0.061
H -8.477 0.677 2.183 0.09 0.03 0.01 0.098
H 3.920 -1.319 -8.528 -0.07 0.06 0.08 0.104
C 5.589 1.548 -1.725 0.48 0.29 -0.76 -0.154
H 3.143 7.770 1.743 -0.01 -0.07 -0.04 0.099
C -2.117 0.410 -4.926 -0.33 -0.21 0.05 -0.079
H 0.311 -3.097 1.132 -0.90 1.74 1.96 0.109
C 0.810 -2.291 3.323 -1.21 -0.36 0.85 -0.413
H -4.231 0.166 -5.260 0.09 -0.04 0.06 0.103
N 1.872 0.752 -5.959 0.56 -0.56 -0.72 0.050
H 0.857 -1.274 -0.243 -2.05 0.78 0.49 0.059
C -2.440 -1.084 1.328 -1.02 -0.04 -0.02 -0.046
H -4.733 8.372 -1.193 0.03 -0.08 0.05 0.100
C 2.526 -6.714 0.503 0.22 -0.03 -0.21 -0.068
H -2.022 1.303 -5.532 0.02 -0.06 0.07 0.100
C 3.590 -6.334 -1.616 -0.03 -0.12 0.27 -0.077
C 1.549 4.332 1.323 0.19 0.03 -0.18 -0.072
N 1.716 6.460 2.451 0.29 -0.59 -0.73 0.052
H 3.040 -2.535 3.717 -1.57 1.56 -1.33 0.119
H -5.742 6.249 -0.348 0.05 0.07 -0.02 0.096
H 0.813 2.188 3.593 -0.33 -1.85 1.26 0.069
H 6.352 3.823 0.649 -0.02 -0.07 -0.10 0.107
C 2.709 6.785 1.595 -0.66 -0.12 0.63 -0.159
C -6.229 2.977 1.100 -0.37 -0.12 -0.01 -0.071
H 7.691 4.696 -1.274 -0.04 -0.08 -0.03 0.100
H 1.598 0.830 4.748 -1.88 0.95 -1.15 0.071
N -0.281 0.217 2.183 -3.17 0.67 0.61 -0.133
H -2.276 -2.718 -2.751 -0.04 0.02 -0.02 0.096
C -0.147 -2.439 2.015 -1.16 -0.29 0.70 -0.088
N -1.728 -4.943 0.984 -0.77 -1.06 -0.15 0.062
C 2.335 -1.801 3.092 0.98 -0.04 0.32 -0.134
H -2.754 -0.190 3.953 1.52 1.76 0.33 0.075
H 1.066 3.364 1.245 -0.04 0.04 0.03 0.086
C 2.603 -5.400 -1.886 -0.72 0.33 0.44 -0.144
C 1.303 0.238 -7.072 0.30 0.39 0.76 -0.152
H -1.098 -3.068 2.371 2.28 1.39 -0.68 0.083
C 3.347 -0.740 -7.809 0.00 0.01 0.02 -0.082
H -0.950 6.991 0.329 -0.08 -0.05 0.02 0.098
H -0.927 -5.376 -0.867 -0.06 -0.02 0.02 0.086
H -8.344 2.733 0.766 0.09 -0.04 0.05 0.102
N -1.060 -1.236 -3.511 -0.92 0.30 -0.48 0.061
H -4.170 -6.677 2.562 0.07 0.04 -0.06 0.102
C 3.189 0.508 -5.785 -0.88 0.25 0.04 -0.139
H 5.017 -0.384 -6.485 -0.10 0.04 0.02 0.103
H -1.839 0.585 5.416 -0.19 -0.05 -2.42 0.092
H -2.990 -0.096 1.634 1.30 -1.77 -0.54 0.060
C -1.014 -0.129 -4.284 0.26 -0.66 0.59 -0.148
H 4.981 1.758 0.327 0.03 -0.04 -0.04 0.088
C 3.548 -7.002 -0.396 0.01 -0.01 0.00 -0.080
H -6.134 3.870 0.494 0.12 -0.12 0.12 0.077
C -2.012 6.861 0.159 -0.15 0.20 -0.14 -0.067
C 2.909 -1.786 1.571 1.59 0.19 0.20 -0.252
H -6.389 -0.151 3.275 -0.04 0.04 -0.04 0.099
C -5.126 2.438 1.743 0.24 -0.69 0.54 -0.139
C 2.573 4.696 0.456 0.01 0.00 -0.02 -0.077
C 0.010 -1.271 4.373 0.49 -0.58 -0.11 -0.086
H -0.033 0.329 -4.377 -0.10 0.01 -0.05 0.080
C -0.790 -1.006 1.464 0.34 -1.60 -3.41 -0.353
H -4.145 2.896 1.649 -0.14 0.03 -0.06 0.092
C 0.866 -3.777 4.062 -0.24 0.72 -1.24 -0.080
H -4.365 -1.890 -3.843 0.09 0.04 0.01 0.099
C -7.536 1.197 2.043 0.04 0.18 -0.10 -0.085
H 3.283 -0.266 0.098 -0.69 -0.02 1.21 0.059
H 5.012 0.647 -1.910 0.02 0.05 0.05 0.095
H -2.286 8.748 -0.843 -0.05 -0.11 0.04 0.105
H 3.622 0.930 -4.883 0.04 -0.04 -0.08 0.098
H 1.556 -3.688 5.003 -1.40 -0.45 -1.75 0.089
C 5.574 2.164 -0.484 0.10 0.21 0.06 -0.081
```
Positions in Å, forces in eV/Å.

=====

Record 3
DFT (the ωB97M-V functional and the def2-TZVPD basis) results for 2 unconnected molecules or ions with the total composition C4H9NO2.

Values from the calculation:
Electronic energy   -9878.3554 eV
ΔE to the lowest compared entry with this formula, charge and spin   1.705 eV
HOMO energy   -10.048 eV
Multiplicity   1
Structure (SMILES)   CCN=C=O.CO
Charge   0

```
16
Properties=species:S:1:pos:R:3:forces:R:3:lowdin_charge:R:1
N -0.219 0.305 0.827 -0.64 -0.03 -0.29 0.075
O -0.073 2.083 -1.185 0.24 0.17 0.06 -0.144
C 0.118 -0.612 1.910 0.04 -0.20 0.26 -0.252
H 0.454 1.543 -0.580 -0.13 0.21 -0.23 0.041
H -0.061 2.234 -3.210 0.01 -0.14 -0.03 0.077
H 1.818 -1.493 0.902 -0.12 -0.05 0.08 0.075
H 1.111 -2.513 2.177 0.00 0.07 -0.09 0.074
C 0.882 -1.811 1.370 0.04 -0.06 0.00 -0.093
H 0.719 -0.059 2.636 -0.06 -0.08 -0.12 0.110
O -2.245 0.201 -0.436 0.61 0.10 0.44 0.179
H -0.800 -0.931 2.414 0.15 -0.03 0.04 0.115
C -1.261 0.250 0.194 -0.30 -0.21 0.02 -0.321
C -0.173 1.459 -2.447 -0.01 -0.06 -0.38 -0.166
H -1.155 0.982 -2.578 0.17 0.11 0.06 0.069
H 0.285 -2.334 0.615 0.09 0.05 0.13 0.076
H 0.601 0.697 -2.609 -0.08 0.16 0.05 0.084
```
Positions in Å, forces in eV/Å.

=====

Record 4
DFT (the ωB97M-V functional and the def2-TZVPD basis) results for C4H7FO in the gas phase at a distorted geometry.

Values from the calculation:
Electronic energy   -9024.3933 eV
ΔE to the lowest compared entry with this formula, charge and spin   1.878 eV
HOMO energy   -10.027 eV
Multiplicity   1
Structure (SMILES)   C=C(F)COC
Charge   0

```
13
Properties=species:S:1:pos:R:3:forces:R:3:lowdin_charge:R:1
H -0.158 -1.805 0.373 0.81 -1.10 -0.28 0.054
H 0.844 2.366 -1.438 -0.34 -0.22 -0.03 0.080
H 1.416 1.013 -2.579 0.65 0.18 0.28 0.081
C 0.993 1.309 -1.625 0.37 1.25 -2.37 0.079
C -0.274 0.620 0.363 0.20 -1.29 2.58 -0.164
O -1.360 -0.275 0.659 0.15 1.41 -1.11 -0.171
H -0.235 -1.161 1.997 0.52 -0.61 1.29 0.073
H -0.634 1.615 0.441 -0.50 0.91 -0.53 0.117
C -0.791 -1.463 1.144 -2.13 -0.86 -0.38 -0.112
C 0.503 0.382 -0.884 -0.08 -1.59 2.09 -0.322
F 0.921 -0.925 -1.032 -0.56 0.88 -0.62 0.021
H 0.402 0.537 1.280 -0.21 0.08 -1.14 0.144
H -1.628 -2.213 1.302 1.11 0.98 0.22 0.121
```
Positions in Å, forces in eV/Å.